Record 1
ORCA calculation (ωB97M-V/def2-TZVPD) on a 2-piece molecular cluster, C10H16 overall in a non-equilibrium geometry.

```
26
Properties=species:S:1:pos:R:3:forces:R:3:mulliken_charge:R:1
C -2.9772 1.2327 -0.2703 0.5 0.9 -0.2 -1.55
C -1.4458 1.1623 -0.4673 -0.4 0.3 -0.8 -0.15
C -0.8250 -0.1693 -0.0929 -1.3 0.8 1.1 0.55
C -1.4913 -0.9585 0.8917 2.0 -0.1 -2.0 -0.61
C -0.8258 -2.1261 1.2512 -0.3 0.2 0.8 -0.44
C 0.4028 -2.5174 0.7147 -1.0 0.3 0.4 -0.47
C 0.9801 -1.7420 -0.2699 1.1 0.0 0.9 -0.66
C 0.4072 -0.5180 -0.5872 -0.1 -1.0 -1.5 -0.31
H -3.3601 2.0246 -0.9103 0.0 0.5 0.3 0.41
H -3.1656 1.4855 0.7715 -0.6 -0.2 0.0 0.35
H -3.5759 0.3996 -0.6385 0.5 -0.5 0.4 0.38
H -1.2792 1.4608 -1.5132 0.4 -0.6 0.0 0.36
H -0.9370 1.9928 0.0683 -0.4 -0.5 0.1 0.23
H -2.4808 -0.6599 1.1708 -0.2 -0.2 0.6 0.39
H -1.1828 -2.7200 2.0794 -0.4 -0.2 -0.1 0.32
H 0.8050 -3.4142 1.1624 0.5 -0.1 -0.4 0.37
H 1.9877 -1.9911 -0.6127 -0.4 0.0 -0.3 0.32
H 0.8111 -0.0036 -1.4586 0.0 0.4 0.5 0.46
C 2.5277 2.0844 0.3461 -0.5 -1.5 0.0 -0.76
C 2.7544 1.8002 -1.1271 -0.4 1.3 -0.7 -0.81
H 3.3654 1.6532 0.8859 0.5 1.0 0.4 0.32
H 2.2499 3.1228 0.4852 0.6 0.2 0.4 0.30
H 1.7203 1.4875 0.7896 -0.3 0.1 -0.5 0.18
H 1.8969 2.1438 -1.7155 -0.2 -0.3 0.0 0.23
H 2.9461 0.7682 -1.3863 0.2 -0.2 0.1 0.26
H 3.5487 2.4572 -1.5152 0.2 -0.5 0.2 0.33
```
Forces are in eV/Å.

Values from the calculation:
Energy relative to the best compared isomer or geometry (same formula, charge and spin), eV: 0.866
Kohn-Sham gap, eV: 10.0
SMILES string: CCc1ccccc1.CC
Spin multiplicity: 1
F_max, eV/Å: 2.8
HOMO level, eV: -9.0


Record 2
ORCA calculation (ωB97M-V/def2-TZVPD) on a 2-piece molecular cluster, C10H16 overall in a non-equilibrium geometry.

```
26
Properties=species:S:1:pos:R:3:forces:R:3:mulliken_charge:R:1
C 1.3119 0.4726 3.5081 0.2 0.1 -0.1 -1.40
C 1.6144 0.1634 2.0642 0.0 -0.6 0.4 0.79
C 1.3005 1.0838 1.0718 0.6 0.7 -0.1 -0.31
C 1.4069 0.8099 -0.2891 -0.6 -0.6 0.9 -0.63
C 1.7653 -0.4930 -0.6419 0.4 1.0 -0.4 -0.33
C 2.3581 -1.2871 0.3212 -1.1 -1.2 0.1 -0.58
C 2.1911 -1.0501 1.6853 0.5 0.8 -0.9 -0.37
H 0.3348 0.9386 3.6062 -0.2 -0.1 0.0 0.34
H 2.0239 1.1842 3.9225 0.2 0.0 0.0 0.30
H 1.3526 -0.4310 4.1149 -0.1 0.0 0.0 0.37
H 1.0657 2.0932 1.3958 -0.3 -0.1 -0.1 0.34
H 1.1130 1.5843 -0.9820 -0.1 -0.2 -0.3 0.43
H 1.6038 -0.8555 -1.6500 0.5 0.1 -0.1 0.40
H 2.7463 -2.2467 0.0087 0.1 -0.1 0.0 0.31
H 2.5918 -1.7904 2.3634 -0.2 0.1 0.4 0.34
C -1.9061 0.6274 -2.9235 -0.6 -0.6 -0.1 -1.02
C -2.2295 -0.6147 -2.0789 1.7 0.5 0.4 -0.12
C -2.7153 -0.2026 -0.6919 0.6 -0.6 0.4 -0.91
H -1.1736 1.2430 -2.4009 -0.2 0.2 0.1 0.16
H -1.4523 0.3504 -3.8755 -0.2 0.0 -0.1 0.32
H -2.8495 1.1531 -3.0966 0.3 0.4 -0.1 0.37
H -2.8558 -1.3428 -2.5868 -0.2 0.1 0.0 0.36
H -1.2379 -1.0671 -1.9319 -0.3 -0.5 0.0 0.08
H -3.0982 -1.0517 -0.1202 -0.6 0.1 -0.3 0.32
H -1.8725 0.0840 -0.0496 0.1 0.4 -0.4 0.14
H -3.3895 0.6449 -0.7432 -0.4 -0.1 0.2 0.31
```
Forces are in eV/Å.

Values from the calculation:
Energy relative to the best compared isomer or geometry (same formula, charge and spin), eV: 0.624
Kohn-Sham gap, eV: 10.0
SMILES string: Cc1ccccc1.CCC
Spin multiplicity: 1
F_max, eV/Å: 1.8
HOMO level, eV: -9.0


Record 3
ORCA calculation (ωB97M-V/def2-TZVPD) on a 2-piece molecular cluster, C10H16 overall in a non-equilibrium geometry.

```
26
Properties=species:S:1:pos:R:3:forces:R:3:mulliken_charge:R:1
C 3.6821 -0.2008 -0.4250 2.7 -2.4 -3.0 -1.55
C 2.4816 0.3560 -0.9038 -5.0 1.0 -3.9 0.92
C 2.0014 1.5596 -0.5256 -2.4 1.4 1.8 -0.37
C 0.6583 2.1078 -0.7701 1.8 -1.2 1.5 -0.36
C -0.2497 1.3329 -1.5153 1.0 3.5 2.6 -0.28
C 0.2827 0.2216 -2.1047 -0.6 -1.0 -2.7 -0.30
C 1.5661 -0.1854 -1.9654 3.7 -2.1 1.4 -0.63
H 4.5332 0.1701 -1.0047 0.1 0.6 0.0 0.35
H 3.7457 -1.2342 -0.8264 -0.1 0.0 1.3 0.34
H 3.9507 -0.0253 0.5620 0.0 -0.1 2.0 0.40
H 2.4451 1.9922 0.3539 0.7 0.6 0.0 0.25
H 0.5129 2.9629 -0.0210 -0.7 -1.1 -1.8 0.26
H -1.2553 1.7301 -1.4688 -0.3 -0.7 -0.7 0.44
H -0.2712 -0.2710 -2.9190 0.0 0.0 0.6 0.34
H 1.9637 -1.0803 -2.5813 -0.9 1.4 1.1 0.20
C -3.6127 -1.2380 1.3407 -3.5 -1.5 -0.4 -1.02
C -2.3655 -0.4799 1.1112 0.5 1.6 -1.9 0.14
C -1.0622 -0.8949 1.8970 0.1 0.8 -0.7 -0.94
H -4.3608 -0.7443 1.9764 0.6 0.3 0.4 0.27
H -4.3600 -1.3007 0.3595 2.3 -0.7 2.2 0.23
H -3.3854 -2.1787 1.9273 -0.6 0.4 -1.4 0.27
H -2.1896 -0.5901 -0.0734 0.2 0.8 2.7 0.01
H -2.6260 0.6448 1.4047 0.9 -2.1 -1.1 0.21
H -0.2670 -1.3867 1.2915 -0.9 -0.1 0.2 0.24
H -0.6988 0.1225 1.9780 0.9 0.0 0.9 0.25
H -1.1191 -1.3901 2.9023 -0.4 0.5 -1.0 0.33
```
Forces are in eV/Å.

Values from the calculation:
Energy relative to the best compared isomer or geometry (same formula, charge and spin), eV: 3.337
Kohn-Sham gap, eV: 9.7
SMILES string: Cc1ccccc1.CCC
Spin multiplicity: 1
F_max, eV/Å: 6.5
HOMO level, eV: -8.8


Record 4
ORCA calculation (ωB97M-V/def2-TZVPD) on a 2-piece molecular cluster, C10H16 overall in a non-equilibrium geometry.

```
26
Properties=species:S:1:pos:R:3:forces:R:3:mulliken_charge:R:1
C -1.8156 -0.5574 1.7560 1.1 1.1 0.0 -1.15
C -0.5214 -0.4927 0.9338 0.6 -1.6 -2.0 -0.11
C 0.1286 0.8644 0.7989 -0.9 -0.1 1.1 0.93
C 1.5056 1.0038 0.8756 1.1 0.7 1.2 -0.31
C 2.0695 2.2722 1.1297 -1.1 -0.8 -0.9 -0.60
C 1.2439 3.3435 0.8816 0.7 0.4 -0.1 -0.31
C -0.0858 3.1992 0.5357 -0.7 1.0 0.6 -0.65
C -0.7382 1.9856 0.6707 2.0 -0.6 -1.0 -0.47
H -1.3794 -0.3704 2.7575 -1.1 -0.3 0.0 0.31
H -2.3724 -1.4900 1.6721 0.3 0.0 0.1 0.37
H -2.4606 0.2814 1.4826 -0.1 -0.3 0.3 0.26
H 0.1519 -1.2997 1.3453 -0.3 1.1 -0.5 0.33
H -0.6194 -0.7308 -0.1658 -0.6 -0.5 1.0 -0.30
H 2.2228 0.1805 0.8988 -0.7 -0.3 0.2 0.33
H 3.0814 2.4043 1.4753 0.2 -0.1 -0.3 0.39
H 1.6551 4.3376 0.8790 0.1 0.3 0.2 0.34
H -0.5481 4.1654 0.3260 -0.6 -0.5 -0.1 0.31
H -1.7815 1.8061 0.4558 0.0 0.4 0.2 0.29
C 0.6131 -2.7646 -1.8885 -1.2 -1.8 -0.3 -0.68
C -0.5837 -2.3628 -2.8247 2.0 -0.1 1.1 -0.78
H 1.4762 -3.0585 -2.4698 0.6 0.7 -0.1 0.35
H 0.8043 -2.1465 -1.0249 0.3 0.6 -0.3 0.07
H 0.3974 -3.7397 -1.4426 -0.4 0.0 0.3 0.27
H -1.2851 -1.8043 -2.2276 -0.5 0.3 -0.2 0.27
H -1.0447 -3.2546 -3.2228 -0.2 -0.1 -0.2 0.31
H -0.1139 -1.7721 -3.6077 -0.7 0.2 -0.2 0.22
```
Forces are in eV/Å.

Values from the calculation:
Energy relative to the best compared isomer or geometry (same formula, charge and spin), eV: 1.286
Kohn-Sham gap, eV: 9.8
SMILES string: CCc1ccccc1.CC
Spin multiplicity: 1
F_max, eV/Å: 2.6
HOMO level, eV: -8.8


Record 5
ORCA calculation (ωB97M-V/def2-TZVPD) on a 2-piece molecular cluster, C10H16 overall in a non-equilibrium geometry.

```
26
Properties=species:S:1:pos:R:3:forces:R:3:mulliken_charge:R:1
C 3.1028 1.3958 -0.6954 -0.3 -0.9 0.8 -1.38
C 1.6497 1.5277 -0.3590 -0.7 0.5 -0.9 0.75
C 1.0005 0.6102 0.4352 -0.3 -0.9 0.2 -0.37
C -0.3500 0.7035 0.7856 0.6 0.2 0.6 -0.04
C -1.0983 1.7415 0.3077 -0.3 1.7 -1.1 -0.78
C -0.4861 2.6645 -0.5507 1.7 0.3 -0.4 -0.39
C 0.8632 2.5525 -0.9215 -0.3 -0.7 1.2 -0.54
H 3.1990 0.6612 -1.4940 0.3 0.6 -0.6 0.30
H 3.6209 0.8855 0.1221 0.0 0.4 0.2 0.36
H 3.5319 2.3814 -0.8427 0.3 -0.2 -0.5 0.39
H 1.5258 -0.3008 0.7093 0.2 0.3 0.5 0.25
H -0.7259 0.0947 1.5948 -0.2 -0.4 -0.4 0.42
H -2.1432 1.9460 0.5038 0.0 -0.4 0.5 0.39
H -0.8599 3.6207 -0.8849 -1.1 -0.3 0.0 0.32
H 1.3103 3.2928 -1.5706 0.0 0.1 0.0 0.35
C -1.8807 -2.4858 1.3894 0.2 -0.1 0.1 -1.16
C -1.0621 -2.6681 0.0914 -0.6 0.2 0.8 0.21
C -1.3061 -4.0322 -0.5265 0.3 -0.2 -0.2 -1.40
H -1.9219 -3.4374 1.9251 0.2 0.2 0.2 0.37
H -2.9090 -2.1733 1.2538 -0.4 -0.2 -0.6 0.28
H -1.5073 -1.6923 2.0330 0.4 -0.3 0.2 0.25
H -1.3971 -1.9091 -0.6168 0.2 0.1 -0.1 0.24
H -0.0021 -2.4861 0.2804 0.0 -0.1 0.0 0.13
H -2.3592 -4.0871 -0.7927 0.0 -0.2 -0.4 0.34
H -0.6457 -4.1612 -1.3825 -0.3 0.0 -0.4 0.36
H -1.0970 -4.9155 0.0869 0.0 0.4 0.5 0.36
```
Forces are in eV/Å.

Values from the calculation:
Energy relative to the best compared isomer or geometry (same formula, charge and spin), eV: 0.733
Kohn-Sham gap, eV: 10.0
SMILES string: Cc1ccccc1.CCC
Spin multiplicity: 1
F_max, eV/Å: 2.0
HOMO level, eV: -9.1


Record 6
ORCA calculation (ωB97M-V/def2-TZVPD) on C10H16AsBIrN2O4S as an isolated structure.

```
36
Properties=species:S:1:pos:R:3:forces:R:3:mulliken_charge:R:1
Ir 2.4965 -0.4047 -0.4870 -0.5 0.1 -0.1 1.12
N 2.9781 -2.3850 0.0833 0.1 0.2 0.1 -0.54
N 3.4021 -2.3116 1.4334 0.0 0.1 0.1 -0.22
C 3.0334 -1.1762 2.1706 -0.1 0.0 0.0 0.58
O 3.1249 -1.1234 3.3604 0.0 -0.1 -0.1 -0.55
O 2.6067 -0.1447 1.4247 0.2 -0.3 0.0 -0.76
H 2.1773 -3.0093 -0.0157 -0.1 0.1 -0.1 0.34
H 3.7368 -2.7426 -0.4919 0.1 0.0 0.1 0.39
H 3.4181 -3.1809 1.9466 0.0 0.0 0.0 0.28
C 0.2399 2.2851 1.3302 0.0 0.0 0.0 -0.77
As 0.4317 2.6776 -0.5402 -0.1 0.0 0.1 0.75
C 0.8726 4.5362 -0.7177 0.0 0.0 0.0 -1.13
C -1.1951 2.4214 -1.5322 0.0 0.0 -0.1 -0.97
S 2.1517 1.6650 -1.3771 0.3 0.1 -0.1 -0.46
H -0.8166 2.2669 1.5901 0.0 0.0 0.0 0.35
H 0.7543 3.0647 1.8881 0.0 0.0 0.0 0.39
H 0.6952 1.3206 1.5381 0.0 0.0 0.0 0.17
H 0.0303 5.1406 -0.3827 0.0 0.0 0.0 0.41
H 1.0880 4.7496 -1.7628 0.0 0.0 0.0 0.40
H 1.7502 4.7492 -0.1117 0.0 0.0 0.0 0.38
H -2.0381 2.6390 -0.8776 0.0 0.0 0.0 0.37
H -1.2528 1.3974 -1.8878 0.0 0.2 0.0 0.24
H -1.1886 3.1163 -2.3694 0.0 0.0 0.0 0.41
O 0.2333 -2.3205 -0.4982 -0.2 0.0 0.0 -0.78
B 0.5881 -0.9754 -0.5183 0.2 0.0 0.1 0.29
O -0.5295 -0.1572 -0.4262 0.1 -0.3 0.1 0.15
C -1.6117 -1.0276 -0.3560 0.0 -0.1 0.0 0.92
C -2.9482 -0.7234 -0.2572 0.0 0.0 0.0 -0.85
C -3.8228 -1.8069 -0.2055 0.0 0.0 0.0 -0.64
C -3.3598 -3.1176 -0.2520 0.0 0.0 0.0 -0.56
C -2.0013 -3.4095 -0.3519 0.0 0.0 0.0 -0.88
C -1.1511 -2.3306 -0.4013 -0.1 0.0 0.0 0.52
H -3.3033 0.2971 -0.2188 0.0 0.0 0.0 0.41
H -4.8852 -1.6232 -0.1267 0.0 0.0 0.0 0.41
H -4.0705 -3.9311 -0.2099 0.0 0.0 0.0 0.41
H -1.6348 -4.4254 -0.3898 0.0 0.0 0.0 0.47
```
Forces are in eV/Å.

Values from the calculation:
Energy relative to the best compared isomer or geometry (same formula, charge and spin), eV: 0.000
Total charge: +1
Kohn-Sham gap, eV: 7.5
Spin multiplicity: 1
F_max, eV/Å: 0.5
HOMO level, eV: -11.9